Entry from OMol25: a 2-piece molecular cluster, C5H13NO2 overall (ωB97M-V with the def2-TZVPD basis set).

XYZ file:
```
21
Properties=species:S:1:pos:R:3:forces:R:3:nbo_charge:R:1
C 0.1159 -1.8892 0.7273 -0.1 -0.1 0.3 -0.245
C -1.1360 1.7774 -0.7175 -0.1 0.3 0.1 -0.193
H 0.6979 2.8509 -0.7066 0.1 0.0 0.0 0.167
H -0.9337 0.7484 -0.9902 0.1 0.0 -0.1 0.227
H -0.8574 -2.2551 0.3803 0.0 0.0 -0.1 0.167
H 1.2889 -1.0868 -2.1227 -0.1 0.0 -0.1 0.470
N 0.6246 -2.6278 1.8904 0.0 -0.1 -0.1 -0.835
H 2.0548 -1.5027 -0.0600 -0.1 -0.1 -0.1 0.169
H 0.8903 2.0081 1.7082 -0.1 0.1 -0.3 0.477
H 0.0032 -0.8397 1.0025 -0.1 0.0 0.0 0.215
H -0.4501 3.3529 0.5362 0.0 0.1 0.1 0.167
O 0.5828 1.5769 0.9034 0.2 -0.3 0.4 -0.732
H 1.3328 -3.0067 -0.6759 -0.1 0.0 0.1 0.146
O 0.5706 -1.2730 -1.5122 0.1 0.0 -0.1 -0.726
C 1.1160 -1.9655 -0.3956 0.2 0.1 -0.1 -0.062
H 1.0260 -3.5120 1.5993 0.0 0.0 0.0 0.345
C -0.0410 2.4868 0.0154 0.0 0.1 -0.1 -0.099
H -0.1337 -2.8646 2.5162 0.0 0.1 0.1 0.357
H -3.0133 1.8156 -1.6278 -0.1 0.0 0.0 0.199
H -2.5280 3.3767 -0.7766 0.1 0.1 0.0 0.187
C -2.2771 2.3603 -1.0517 -0.1 -0.3 -0.1 -0.401
```
Positions in Å, forces in eV/Å.

electronic energy: -403.4852 Ha
highest occupied orbital energy: -9.19 eV
SMILES: C=CCO.NCCO

=====

Entry from OMol25: one molecule with the formula C5H8O (ωB97M-V with the def2-TZVPD basis set).

XYZ file:
```
14
Properties=species:S:1:pos:R:3:forces:R:3:nbo_charge:R:1
C 0.8860 -0.3644 1.1173 0.0 0.0 0.1 -0.022
H -2.1402 0.3720 -0.2913 0.1 0.0 0.0 0.227
H 1.4210 -0.9263 1.8793 -0.1 0.1 -0.1 0.212
O 1.2801 -0.8156 -0.2316 0.0 0.2 -0.1 -0.632
C -0.1701 0.2249 -1.1098 -0.2 -0.1 -0.2 -0.022
H 0.0673 -0.3877 -1.9779 0.0 0.1 0.1 0.189
C 0.4754 1.0139 1.0879 0.1 0.1 0.3 -0.536
H 2.0374 -0.2440 -0.4525 -0.1 -0.1 0.0 0.495
H 0.6813 1.7238 1.8848 0.0 -0.1 -0.1 0.202
C -1.2470 -0.2593 -0.1649 0.1 0.0 -0.1 -0.479
H -1.5235 -1.2988 -0.3773 0.0 0.1 0.0 0.206
H -0.0846 1.2877 -1.2811 0.0 -0.2 0.1 0.223
C -0.5829 -0.0745 1.1761 -0.2 -0.2 0.0 -0.266
H -1.1225 -0.3646 2.0812 0.1 0.1 -0.1 0.203
```
Positions in Å, forces in eV/Å.

electronic energy: -270.3298 Ha
highest occupied orbital energy (alpha / beta): -6.91 / -6.91 eV

=====

Entry from OMol25: a 2-piece molecular cluster, C4H10O overall (ωB97M-V with the def2-TZVPD basis set).

XYZ file:
```
15
Properties=species:S:1:pos:R:3:forces:R:3:nbo_charge:R:1
C -0.9159 -1.2893 -0.8491 0.1 0.0 0.1 -0.280
H -2.3669 0.2592 -0.5028 0.0 -0.1 -0.1 0.225
H -1.9836 -0.0087 -2.2144 0.0 -0.1 0.1 0.214
H -3.0065 -1.1570 -1.3548 0.1 0.1 0.0 0.215
C -0.2419 -1.1172 0.2844 0.0 -0.2 -0.3 0.116
H 2.5403 2.5926 0.5221 0.0 -0.1 0.0 0.218
H -0.5539 -2.0609 -1.5238 0.0 0.1 0.1 0.205
C 2.2151 1.5770 0.7565 0.0 0.0 0.0 -0.862
H 0.6346 -1.7169 0.5278 -0.1 0.1 -0.1 0.170
O -0.6187 -0.1986 1.2287 0.1 0.0 0.1 -0.697
H 2.2999 1.4161 1.8358 0.0 0.0 -0.2 0.203
C -2.1312 -0.5050 -1.2478 -0.1 0.1 0.0 -0.649
H 0.0937 -0.0995 1.8697 -0.1 0.0 -0.1 0.482
H 2.8556 0.8637 0.2325 -0.1 0.1 0.1 0.214
H 1.1795 1.4445 0.4351 0.2 0.0 0.0 0.224
```
Positions in Å, forces in eV/Å.

electronic energy: -233.6093 Ha
highest occupied orbital energy: -8.66 eV
SMILES: C/C=C\O.C